w) Entry from the OMol25 dataset: C3H3BrO2 in the gas phase (wB97M-V/def2-TZVPD).

Bonds (Å) are listed after each position.
Geometry (Å):
1 C -0.85860 -0.84945 0.09685  C2 1.297, H7 1.087, H8 1.165
2 C -0.94117 0.05751 1.02082  C1 1.297, Br3 1.907, O4 1.756
3 Br -1.74478 -0.04024 2.74738  C2 1.907
4 O 0.17368 1.41268 1.07792  C2 1.756, C5 1.224
5 C 0.81612 1.72792 0.08516  O4 1.224, O6 1.196, H9 1.145
6 O 0.76719 1.28746 -1.02547  C5 1.196
7 H -1.67855 -1.56195 0.13807  C1 1.087
8 H -0.23845 -0.49280 -0.82267  C1 1.165
9 H 1.66269 2.43131 0.40209  C5 1.145

Properties
Kohn-Sham gap: 10.321 eV
net charge: 0
SMILES: C=C(Br)OC=O
HOMO level: -10.27 eV

=====

x) Entry from the OMol25 dataset: 2 unconnected molecules or ions with the total composition C3H3BrO2 (wB97M-V/def2-TZVPD).

Bonds (Å) are listed after each position.
Geometry (Å):
1 C 1.67630 1.82377 -0.14594  C2 1.220, H7 1.042
2 C 0.95826 0.83817 -0.10033  C1 1.220
3 C -0.59953 -0.88451 -0.01875  O4 1.341, O5 1.294, Br6 2.048
4 O -0.26685 -1.41128 1.16866  C3 1.341, H8 1.054
5 O -0.64854 -1.44627 -1.18288  C3 1.294, H9 0.990
6 Br -2.21900 0.35331 0.17917  C3 2.048
7 H 2.43665 2.51704 0.01787  C1 1.042
8 H 0.10395 -0.63700 1.78081  O4 1.054
9 H -1.44124 -1.15323 -1.69861  O5 0.990

Properties
Kohn-Sham gap: 8.837 eV
net charge: 0
HOMO level: -9.34 eV

=====

Tell me which of them is the most stable. Sure, it is w).

=====

w) Entry from the OMol25 dataset: C3H5BrO in the gas phase (wB97M-V/def2-TZVPD).

Bonds (Å) are listed after each position.
Geometry (Å):
1 Br -2.59738 0.02121 -0.37960  C2 1.994
2 C -0.83722 0.03518 0.55763  Br1 1.994, C3 1.525, O5 1.389, H6 1.128
3 C 0.18272 0.95146 -0.10988  C2 1.525, C4 1.875, H7 1.042, H8 1.076
4 C 0.85367 -0.77015 -0.42569  C3 1.875, O5 1.418, H9 1.155, H10 1.108
5 O -0.21763 -1.19806 0.39852  C2 1.389, C4 1.418
6 H -1.05892 0.32220 1.62565  C2 1.128
7 H 0.95951 1.31282 0.48240  C3 1.042
8 H -0.11728 1.43976 -1.02066  C3 1.076
9 H 1.16216 -1.22482 -1.44117  C4 1.155
10 H 1.67037 -0.88959 0.31280  C4 1.108

Properties
Kohn-Sham gap: 10.965 eV
net charge: 0
SMILES: Br[C@@H]1CCO1
HOMO level: -10.00 eV

=====

x) Entry from the OMol25 dataset: 2 unconnected molecules or ions with the total composition C3H5BrO (wB97M-V/def2-TZVPD).

Bonds (Å) are listed after each position.
Geometry (Å):
1 C 1.19253 2.14310 0.05367  C2 1.324, H6 1.027, H7 1.100
2 C 1.29297 0.82501 0.12117  C1 1.324, Br5 1.756
3 C -1.43526 -1.28169 -0.03351  O4 1.244, H8 1.156, H9 1.177, H10 1.114
4 O -1.51179 -0.05082 0.12822  C3 1.244
5 Br 2.17214 -0.68980 -0.00537  C2 1.756
6 H 1.91744 2.78180 -0.29468  C1 1.027
7 H 0.15814 2.51386 0.10515  C1 1.100
8 H -0.60121 -1.79882 0.57798  C3 1.156
9 H -1.36818 -1.68383 -1.13733  C3 1.177
10 H -2.40327 -1.69033 0.33690  C3 1.114

Properties
Kohn-Sham gap (spin up / spin down): 9.670 / 6.836 eV
net charge: 0
HOMO level (spin up / spin down): -9.64 / -8.12 eV

=====

Tell me which of them is the most stable. Sure, it is w).

=====

w) Entry from the OMol25 dataset: C4H3NO3 in the gas phase (wB97M-V/def2-TZVPD).

Bonds (Å) are listed after each position.
Geometry (Å):
1 O -2.12681 -1.17517 -0.26353  C2 1.256
2 C -1.47111 -0.13483 -0.00745  O1 1.256, O3 1.356, C4 1.557
3 O -1.91046 1.14192 0.12277  C2 1.356, H9 1.057
4 C 0.07281 -0.15549 0.19289  C2 1.557, N5 1.315, O8 1.205
5 N 0.57264 1.00030 -0.18736  C4 1.315, C6 1.374
6 C 1.92222 0.74245 -0.17226  N5 1.374, C7 1.305, H10 1.127
7 C 2.21172 -0.51659 0.01510  C6 1.305, O8 1.431, H11 1.119
8 O 0.89971 -1.02902 0.26583  C4 1.205, C7 1.431
9 H -1.20286 1.75148 0.61803  O3 1.057
10 H 2.84357 1.37802 -0.30007  C6 1.127
11 H 3.03748 -1.24665 -0.17670  C7 1.119

Properties
Kohn-Sham gap: 10.722 eV
net charge: 0
SMILES: O=C(O)c1ncco1
HOMO level: -10.41 eV

=====

x) Entry from the OMol25 dataset: C4H3NO3 in the gas phase (wB97M-V/def2-TZVPD).

Bonds (Å) are listed after each position.
Geometry (Å):
1 O -2.79951 -0.04894 0.32654  C2 1.328
2 C -1.52518 -0.10797 -0.04108  O1 1.328, C3 1.600, O8 1.497
3 C -0.48064 1.10395 -0.07719  C2 1.600, C4 1.308, H9 1.101
4 C 0.79211 1.12105 -0.37760  C3 1.308, O5 1.487, H10 1.003
5 O 1.84668 0.11788 -0.07075  C4 1.487, C6 1.523
6 C 1.22945 -1.17932 0.43382  O5 1.523, N7 1.444, H11 1.061
7 N 0.12339 -1.88239 -0.17342  C6 1.444, O8 1.378
8 O -1.03172 -1.35468 -0.70740  C2 1.497, N7 1.378
9 H -1.21864 1.91989 -0.04876  C3 1.101
10 H 1.15135 2.05236 -0.28293  C4 1.003
11 H 1.91271 -1.74183 1.01876  C6 1.061

Properties
Kohn-Sham gap: 8.579 eV
net charge: 0
SMILES: O=C1C=COC=NO1
HOMO level: -9.63 eV

=====

y) Entry from the OMol25 dataset: C4H3NO3 in the gas phase (wB97M-V/def2-TZVPD).

Bonds (Å) are listed after each position.
Geometry (Å):
1 O 0.41821 2.39687 0.19043  C2 1.219
2 C 0.59601 1.22282 -0.08649  O1 1.219, O3 1.418, C6 1.471
3 O 1.93894 0.80147 -0.25956  C2 1.418, C4 1.410
4 C 1.92319 -0.59423 -0.05996  O3 1.410, N5 1.273, H9 1.144
5 N 0.81475 -1.20848 0.06543  C4 1.273, C6 1.459
6 C -0.09709 -0.06988 0.02322  C2 1.471, N5 1.459, C7 1.258
7 C -1.32778 -0.32627 0.07169  C6 1.258, O8 1.294, H10 1.129
8 O -2.29912 0.48170 -0.20813  C7 1.294, H11 1.043
9 H 2.82906 -1.27356 0.10610  C4 1.144
10 H -1.60831 -1.36772 0.40493  C7 1.129
11 H -3.18785 -0.06272 -0.24765  O8 1.043

Properties
Kohn-Sham gap: 9.445 eV
net charge: 0
SMILES: O=C1OC=N/C1=C/O
HOMO level: -9.35 eV

=====

Tell me which of them is the most stable. Sure, it is y).

=====

w) Entry from the OMol25 dataset: C5H8 in the gas phase (wB97M-V/def2-TZVPD).

Bonds (Å) are listed after each position.
Geometry (Å):
1 C -1.63150 0.52466 -0.50136  C2 1.528, H6 1.095, H7 1.096, H8 1.095
2 C -0.69278 -0.46171 0.19178  C1 1.528, C4 1.563, H9 1.094, H10 1.096
3 C 0.57212 0.71047 1.60127  C4 1.296
4 C 0.73842 0.10345 0.46831  C2 1.563, C3 1.296, C5 1.504
5 C 1.86667 -0.18746 -0.48227  C4 1.504, H11 1.094, H12 1.098, H13 1.096
6 H -1.97400 1.28752 0.20580  C1 1.095
7 H -2.51227 0.00727 -0.89943  C1 1.096
8 H -1.13200 1.03965 -1.32841  C1 1.095
9 H -0.49462 -1.33676 -0.43499  C2 1.094
10 H -1.16879 -0.84891 1.10013  C2 1.096
11 H 2.79749 0.30741 -0.18932  C5 1.094
12 H 2.05425 -1.26866 -0.50990  C5 1.098
13 H 1.61484 0.13084 -1.50051  C5 1.096

Properties
Kohn-Sham gap: 9.940 eV
net charge: 0
HOMO level: -9.64 eV

=====

x) Entry from the OMol25 dataset: C5H8 in the gas phase (wB97M-V/def2-TZVPD).

Bonds (Å) are listed after each position.
Geometry (Å):
1 C 1.39346 0.94921 1.04991  C2 1.227, H6 1.082
2 C 0.78832 -0.04910 0.67326  C1 1.227, C3 1.469
3 C 0.14954 -1.27529 0.17771  C2 1.469, C4 1.540, H7 1.099, H8 1.088
4 C -1.37548 -1.12763 0.01757  C3 1.540, C5 1.526, H9 1.082, H10 1.075
5 C -1.86348 -0.10644 -1.00631  C4 1.526, H11 1.093, H12 1.064, H13 1.087
6 H 1.91056 1.83287 1.39914  C1 1.082
7 H 0.54499 -1.62953 -0.78494  C3 1.099
8 H 0.37230 -2.07259 0.88377  C3 1.088
9 H -1.77972 -2.08760 -0.27477  C4 1.082
10 H -1.82831 -0.90603 0.96710  C4 1.075
11 H -1.64576 -0.42496 -2.02861  C5 1.093
12 H -1.43306 0.85690 -0.86848  C5 1.064
13 H -2.94718 -0.04828 -0.93690  C5 1.087

Properties
Kohn-Sham gap: 10.993 eV
net charge: 0
SMILES: C#CCCC
HOMO level: -9.87 eV

=====

y) Entry from the OMol25 dataset: C5H8 in the gas phase (wB97M-V/def2-TZVPD).

Bonds (Å) are listed after each position.
Geometry (Å):
1 C -0.90028 -0.95281 1.25143  C2 1.491, H6 1.098, H7 1.098, H8 1.094
2 C -0.39655 0.29114 0.60295  C1 1.491, C4 1.385, H9 1.089
3 C 1.33738 0.52874 -0.51863  C4 1.711, H10 1.091, H11 1.090, H12 1.095
4 C -0.35114 0.42512 -0.77466  C2 1.385, C3 1.711, C5 1.316
5 C -1.00032 0.21363 -1.89942  C4 1.316, H13 1.096
6 H -1.79239 -1.28048 0.70175  C1 1.098
7 H -0.16366 -1.76332 1.17641  C1 1.098
8 H -1.12347 -0.80373 2.31193  C1 1.094
9 H -0.00561 1.08235 1.24174  C2 1.089
10 H 1.61013 1.57767 -0.39286  C3 1.091
11 H 1.65234 0.14403 -1.48840  C3 1.090
12 H 1.83708 -0.07369 0.24713  C3 1.095
13 H -0.40244 -0.01608 -2.78880  C5 1.096

Properties
Kohn-Sham gap (spin up / spin down): 7.163 / 7.161 eV
net charge: 0
HOMO level (spin up / spin down): -7.37 / -7.37 eV

=====

z) Entry from the OMol25 dataset: 2 unconnected molecules or ions with the total composition C5H8 (wB97M-V/def2-TZVPD).

Bonds (Å) are listed after each position.
Geometry (Å):
1 C 0.86809 -0.81373 0.87896  C2 1.359, C5 1.359
2 C 1.36258 0.26078 0.20914  C1 1.359, C3 1.512, H6 1.090
3 C 0.26167 1.07066 -0.43830  C2 1.512, C4 1.574, H7 1.099, H8 1.097
4 C -0.95472 0.65776 0.47098  C3 1.574, C5 1.510, H9 1.097, H10 1.098
5 C -0.48612 -0.70528 0.92243  C1 1.359, C4 1.510, H11 1.090
6 H 2.38758 0.62762 0.25415  C2 1.090
7 H 0.04635 0.80633 -1.48312  C3 1.099
8 H 0.50115 2.14104 -0.41814  C3 1.097
9 H -1.90947 0.57985 -0.06384  C4 1.097
10 H -1.09035 1.39415 1.27365  C4 1.098
11 H -1.18311 -1.53600 1.03362  C5 1.090
12 H 0.37371 -2.24999 -1.12947  H13 0.745
13 H -0.19021 -2.33456 -1.60893  H12 0.745

Properties
Kohn-Sham gap (spin up / spin down): 8.105 / 7.324 eV
net charge: 0
SMILES: C1=CCCC=1.[H][H]
HOMO level (spin up / spin down): -8.53 / -7.88 eV

=====

Tell me which of them is the most stable. Sure, it is x).

=====

w) Entry from the OMol25 dataset: C5H8 in the gas phase (wB97M-V/def2-TZVPD).

Bonds (Å) are listed after each position.
Geometry (Å):
1 C -0.86661 2.29485 -0.42264  C2 1.330, H6 1.082, H7 1.080
2 C -0.29103 1.11365 -0.21377  C1 1.330, C3 1.396, H8 1.237
3 C 0.09821 0.36256 0.89650  C2 1.396, C4 1.397, H9 1.085
4 C -0.03865 -0.99276 0.58887  C3 1.397, C5 1.508, H10 1.092
5 C 0.81017 -1.76684 -0.38734  C4 1.508, H11 1.092, H12 1.094, H13 1.088
6 H -1.16637 2.92428 0.40518  C1 1.082
7 H -0.89237 2.74704 -1.40289  C1 1.080
8 H -0.51195 0.10288 -0.89092  C2 1.237
9 H 0.15569 0.77472 1.89798  C3 1.085
10 H -0.36819 -1.63242 1.40985  C4 1.092
11 H 0.25836 -2.63129 -0.76115  C5 1.092
12 H 1.70556 -2.14957 0.11134  C5 1.094
13 H 1.10719 -1.14711 -1.23101  C5 1.088

Properties
Kohn-Sham gap: 8.307 eV
net charge: 0
SMILES: C=C/C=C\C
HOMO level: -7.95 eV

=====

x) Entry from the OMol25 dataset: C5H8 in the gas phase (wB97M-V/def2-TZVPD).

Bonds (Å) are listed after each position.
Geometry (Å):
1 C -0.84021 0.70243 -0.82968  C2 1.335, C5 1.521, H6 1.085
2 C -1.39017 0.04885 0.19672  C1 1.335, C3 1.527, H7 1.092
3 C -0.31574 -0.62462 1.04759  C2 1.527, C4 1.548, H8 1.097, H9 1.104
4 C 0.97332 -0.44579 0.20991  C3 1.548, C5 1.529, H10 1.088, H11 1.096
5 C 0.67934 0.69821 -0.76129  C1 1.521, C4 1.529, H12 1.098, H13 1.096
6 H -1.11027 0.95784 -1.84899  C1 1.085
7 H -2.44861 -0.15475 0.37389  C2 1.092
8 H -0.21139 -0.18005 2.04551  C3 1.097
9 H -0.53755 -1.69190 1.22078  C3 1.104
10 H 1.84179 -0.23383 0.83042  C4 1.088
11 H 1.19535 -1.35925 -0.35375  C4 1.096
12 H 1.04289 1.66616 -0.39169  C5 1.098
13 H 1.15833 0.56340 -1.73777  C5 1.096

Properties
Kohn-Sham gap: 10.308 eV
net charge: 0
SMILES: C1=CCCC1
HOMO level: -9.06 eV

=====

Tell me which of them is the most stable. Sure, it is x).